1.
{
  "formula": "C31H28BBrClN4O4Pb",
  "method": "ωB97M-V/def2-TZVPD",
  "total_charge": 1,
  "lumo_energy_ev": -4.02,
  "gap_ev": 6.0268,
  "mol_weight_g_mol": 854.0,
  "e_above_lowest_kcal_mol": 44.8,
  "spin_multiplicity": 1,
  "energy_ha": -4969.84078,
  "symbols": ["H", "H", "Cl", "H", "O", "C", "C", "C", "Br", "C", "H", "C", "H", "C", "H", "H", "C", "H", "H", "N", "H", "H", "N", "C", "C", "O", "C", "H", "H", "H", "H", "H", "H", "C", "C", "H", "H", "H", "C", "C", "C", "C", "C", "H", "C", "H", "C", "Pb", "C", "C", "C", "H", "N", "H", "H", "C", "C", "C", "C", "C", "C", "N", "H", "C", "H", "C", "O", "C", "H", "O", "B"],
  "coordinates": [[-1.40, -2.96, -6.27], [0.67, 1.37, 7.34], [-1.31, -2.22, -3.69], [1.45, 3.88, 2.72], [-0.36, -0.84, 2.84], [4.12, -4.36, 1.49], [-2.04, 3.02, 1.34], [0.34, 3.11, 1.01], [1.75, -4.15, -1.89], [0.48, 3.63, 2.28], [-2.96, -3.29, 0.48], [-1.89, 3.46, 2.65], [0.81, -0.40, -3.01], [0.59, 0.29, -6.14], [1.67, 2.29, 5.25], [-2.69, 3.84, -1.13], [0.35, -0.30, -7.37], [-0.81, -0.57, 7.42], [0.61, 0.23, -8.27], [-3.20, -2.33, 0.51], [-0.55, -2.01, -8.38], [-3.03, 2.78, 1.03], [-2.49, -0.13, 0.60], [-2.18, -1.44, 0.33], [-0.55, 1.27, -1.46], [-1.07, -1.75, -0.15], [2.22, -2.98, 1.91], [4.26, -5.11, -0.61], [-3.40, 0.05, 1.01], [-1.59, 0.18, -2.76], [-1.40, -1.80, 5.25], [1.12, 1.23, -6.05], [-2.72, 3.67, 3.28], [0.35, 0.38, -3.62], [-0.80, -2.06, -6.30], [-0.54, 4.05, 4.16], [1.15, 1.16, -3.77], [1.54, -2.45, 2.60], [-2.28, 2.95, -3.05], [-0.64, 3.77, 3.10], [0.69, 0.69, 4.13], [0.07, -0.27, -4.97], [-0.75, -0.89, 5.30], [3.69, -3.44, 3.41], [-0.46, -0.18, 6.48], [5.59, -4.70, 2.66], [0.39, 0.93, 6.43], [0.90, -0.44, -0.21], [-1.64, 1.95, -3.69], [-0.33, -1.48, -7.44], [-0.20, -0.37, 4.13], [-1.79, 0.46, 0.97], [1.75, -3.16, 0.67], [1.43, 3.21, -0.71], [2.34, 3.12, 0.69], [0.96, 1.44, 5.24], [-2.10, 3.09, -1.64], [-0.84, 0.98, -2.90], [2.49, -3.92, -0.13], [-0.58, -1.48, -5.07], [-0.94, 2.79, 0.50], [1.48, 2.81, 0.25], [-3.93, -2.20, 1.16], [3.72, -4.49, 0.16], [-2.94, 3.66, -3.55], [-1.19, 2.35, -0.90], [1.13, 0.86, 2.84], [3.37, -3.58, 2.40], [-1.62, 1.80, -4.75], [5.30, -4.93, 1.79], [0.47, -0.06, 2.06]],
  "mulliken_charge": [0.431, 0.475, -0.149, 0.280, -0.411, 1.025, -0.214, 0.844, -0.158, -0.802, 0.274, -1.390, 0.007, -0.418, 0.453, 0.542, -0.669, 0.415, 0.395, -0.499, 0.363, 0.532, 0.104, 0.602, -0.559, -0.442, -0.464, 0.382, 0.229, -0.089, 0.408, 0.376, 0.477, -0.469, -0.579, 0.392, 0.447, 0.600, -1.392, -0.444, 0.973, -0.108, -0.813, 0.352, -0.654, 0.301, -0.579, 1.303, -0.697, -0.508, 0.412, -0.347, -0.200, 0.257, 0.295, -0.893, -0.468, 1.681, 0.074, 0.592, 0.404, -0.264, 0.186, -0.487, 0.427, 0.028, -0.563, -0.929, 0.612, -0.514, 0.223]
}

---

2.
{
  "formula": "C16H11BF2N4NaO",
  "method": "ωB97M-V/def2-TZVPD",
  "total_charge": -1,
  "lumo_energy_ev": 2.42,
  "gap_ev": 5.2986,
  "mol_weight_g_mol": 347.1,
  "e_above_lowest_kcal_mol": 0.0,
  "spin_multiplicity": 1,
  "energy_ha": -1297.73373,
  "symbols": ["F", "C", "C", "B", "C", "O", "H", "N", "C", "H", "H", "C", "C", "C", "C", "N", "F", "H", "H", "C", "C", "N", "H", "H", "Na", "C", "H", "H", "C", "H", "C", "H", "N", "C", "C", "C"],
  "coordinates": [[-0.33, -2.27, -0.18], [1.20, -0.50, 3.86], [-4.55, 0.41, 0.04], [0.27, -2.01, 0.99], [4.72, 0.29, 1.36], [-2.16, 3.60, -0.28], [-3.09, 0.20, -1.52], [0.03, -0.83, 1.76], [2.37, -0.18, 1.67], [-2.10, -0.35, 4.35], [3.11, -0.36, -1.53], [-1.21, -0.52, 2.45], [3.29, -0.21, -0.47], [3.65, 0.16, 2.19], [-3.29, 0.15, -0.45], [-0.67, 2.31, -1.65], [1.13, -2.96, 1.38], [0.00, -0.72, 5.62], [3.76, 0.33, 3.25], [-3.65, 0.06, 2.22], [-1.19, -0.54, 3.80], [2.23, -0.36, 0.32], [-5.69, 0.57, 1.86], [5.38, 0.19, -0.72], [-0.01, 0.52, -0.39], [-4.72, 0.36, 1.42], [-5.36, 0.67, -0.63], [5.69, 0.55, 1.76], [-2.39, -0.19, 1.65], [-3.78, 0.04, 3.30], [1.23, -0.42, 2.48], [2.13, -0.37, 4.41], [-2.24, -0.16, 0.31], [0.02, -0.68, 4.54], [-1.41, 2.95, -0.97], [4.56, 0.09, -0.03]],
  "mulliken_charge": [-0.313, -0.197, -0.648, 0.896, -0.252, -0.692, 0.385, 0.321, 0.977, 0.295, 0.393, -0.099, -0.271, -1.049, -0.386, -0.864, -0.311, 0.354, 0.267, -0.920, -0.057, -0.336, 0.405, 0.361, 0.776, -0.339, 0.359, 0.399, 0.850, 0.249, -0.280, 0.305, -0.001, -1.538, 0.726, -0.763]
}

---

Question: What is the formula in the first record?
Answer: C31H28BBrClN4O4Pb